Record 1
ORCA calculation (ωB97M-V with the def2-TZVPD basis set) on a molecular structure, C9H24BCl14FNbO3S in a non-equilibrium geometry.

Geometry as XYZ:
```
54
Properties=species:S:1:pos:R:3
C 2.93558 2.69244 -0.70345
C 3.46891 2.35266 0.71000
B 2.99015 0.91981 1.19555
O 1.69902 0.78551 1.66415
Nb 4.16272 -1.11544 1.48163
S 3.77279 -0.89376 -1.09847
O 4.88154 -0.07387 -1.58839
O 3.54639 -2.10983 -1.87752
F 2.43105 0.00402 -1.47875
H 3.51034 2.23267 -1.49993
H 2.94993 3.78177 -0.82790
H 1.88428 2.39941 -0.77796
H 4.54773 2.50817 0.76598
H 3.00924 3.06484 1.41520
H 1.18430 0.14023 1.16559
H 2.54118 -2.01410 1.54449
H 4.95250 -2.44039 0.54901
H 5.70175 -0.08889 1.69410
H 4.25409 -1.32928 3.28032
C -1.08197 1.60738 -1.40647
Cl -0.88078 -0.05412 -0.80390
Cl 0.04688 1.97800 -2.69604
H -2.09289 1.70475 -1.78598
H -0.90671 2.28308 -0.57599
C -3.99511 -1.73744 0.29329
Cl -4.33681 -2.25871 1.94831
Cl -5.40462 -0.96669 -0.45871
H -3.17151 -1.03469 0.31908
H -3.73817 -2.61143 -0.29305
C -2.37038 -0.31193 -5.33543
Cl -1.86583 1.37301 -5.46758
Cl -2.92580 -0.72772 -3.70372
H -3.19112 -0.48197 -6.02136
H -1.51947 -0.94036 -5.57119
C 1.28473 -1.51446 5.15115
Cl 0.22982 -1.93188 6.53106
Cl 1.52832 -2.83595 4.02904
H 0.83003 -0.68690 4.61928
H 2.24854 -1.22959 5.55598
C -5.87186 2.69411 -0.67791
Cl -4.21245 2.88201 -1.26270
Cl -6.43458 4.10679 0.22346
H -6.51591 2.55752 -1.53812
H -5.89910 1.83163 -0.02352
C 3.42577 -1.10805 -4.82645
Cl 1.76527 -1.52994 -5.29111
Cl 4.52814 -1.17931 -6.21886
H 3.42581 -0.09545 -4.44240
H 3.76131 -1.80251 -4.06633
C -4.12380 -1.76897 5.52001
Cl -4.30285 -0.31550 6.51141
Cl -5.16135 -3.09258 6.07448
H -4.40295 -1.52307 4.50384
H -3.09210 -2.09498 5.57278
```

Its HOMO energy is -5.65 eV. The value obtained for the total energy is -7605.49007 Eh. As for the spin multiplicity: 1. The charge is -1. The calculation puts the HOMO-LUMO gap at 0.273 Eh.

Mulliken population analysis, charges in e, atoms 1 to 6: C -0.69; C -0.54; B 1.13; O -0.53; Nb -0.82; S 0.77

Record 2
ORCA calculation (ωB97M-V with the def2-TZVPD basis set) on 11 unconnected molecules or ions with the total composition C9H24F18N10O30PS12 in a non-equilibrium geometry.

Geometry as XYZ:
```
104
Properties=species:S:1:pos:R:3
C 1.56904 -1.48528 -1.43357
C 0.24709 -0.81844 -1.03231
O -0.36955 -1.16113 0.02377
N -0.21179 0.40664 -1.82783
H 0.63078 0.63860 -2.33418
H -0.89405 0.12838 -2.51862
C -0.61072 1.65419 -1.07619
H 2.29895 -0.68798 -1.29338
H 1.51906 -1.90614 -2.43780
H 1.93828 -2.27350 -0.77747
H -0.10999 1.86579 -0.13142
H -1.64455 1.51818 -0.75870
H -0.45591 2.40761 -1.84852
C -5.64248 0.15079 0.42344
C -4.37105 -0.45159 -0.16761
O -3.20823 -0.26437 0.27645
N -4.61497 -1.27619 -1.39517
H -5.55603 -1.63997 -1.44183
H -4.50493 -0.74463 -2.24689
C -3.54455 -2.39729 -1.52924
H -5.98197 -0.53081 1.20335
H -6.30819 0.36314 -0.41313
H -5.45884 1.08591 0.95250
H -3.62437 -2.95965 -0.59893
H -2.60649 -1.84219 -1.52484
H -3.65526 -3.05172 -2.39385
C -0.68612 -0.74243 3.15258
C 0.12135 -1.40320 4.27710
O 0.21392 -2.59390 4.42577
N 1.03530 -0.34641 5.03161
H 1.74305 -0.00965 4.39459
H 0.55580 0.53820 5.11909
C 1.60068 -0.76272 6.45492
H -1.50520 -0.17409 3.59325
H -1.27012 -1.50641 2.63941
H -0.19379 -0.13328 2.39451
H 2.23166 -1.65152 6.45610
H 0.68969 -0.82163 7.05051
H 2.15209 0.17111 6.56451
P -4.93138 2.63412 -2.58166
F -5.61890 1.13162 -2.62705
F -4.61419 2.42219 -0.98062
F -3.45513 2.03495 -2.86508
F -4.36768 4.19293 -2.53387
F -5.07203 2.89592 -4.18667
F -6.38643 3.30746 -2.15369
N 2.04917 1.24217 -2.99429
S 2.73961 1.00474 -4.30950
O 4.13559 0.51834 -4.23718
O 2.22294 1.74165 -5.45901
F 1.91426 -0.40658 -4.49491
S 2.43682 2.90650 -3.02452
O 1.27105 3.80274 -3.08630
O 3.71035 3.39048 -3.53508
F 2.76579 2.93131 -1.42876
N 0.12867 -6.69866 -1.97210
S -0.33117 -5.28802 -2.40659
O 0.80170 -4.45739 -2.79139
O -1.46700 -4.61159 -1.73246
F -1.00257 -5.79657 -3.77355
S 0.32769 -6.13310 -0.29961
O -0.80223 -6.51943 0.54704
O 1.05977 -4.84259 -0.07028
F 1.43112 -7.26646 0.06369
N -0.23263 2.04994 4.89374
S -1.17746 2.04131 6.09812
O -1.95716 0.81812 6.34252
O -1.61723 3.31784 6.69136
F 0.03408 1.69763 7.12121
S -1.40383 2.85580 3.89124
O -1.20248 4.21613 3.37081
O -2.80556 2.50461 3.97251
F -1.09890 2.10454 2.51748
N 5.70575 -4.20688 -1.48356
S 4.41472 -4.61160 -2.11832
O 3.68248 -3.60357 -2.77988
O 3.75027 -5.79378 -1.48388
F 5.17994 -5.24278 -3.46420
S 4.90986 -3.31484 -0.34872
O 4.08367 -4.05089 0.63059
O 4.62467 -1.88523 -0.61420
F 6.18708 -3.16480 0.67168
N 2.99118 0.67712 3.34180
S 4.37809 -0.22633 3.70047
O 5.68293 0.41240 3.56522
O 4.44203 -1.68681 3.63765
F 4.23309 -0.02905 5.32867
S 3.08234 0.19832 2.00914
O 2.74168 -1.18595 1.57561
O 4.03966 0.92527 1.17676
F 1.71650 0.97852 1.58485
N -0.40845 7.10751 -0.69905
S 0.76110 5.83442 -0.58636
O 1.97287 5.83707 -1.39445
O 0.22018 4.54132 -0.08423
F 1.37945 6.35370 0.80305
S -0.68975 6.76563 -2.21332
O -1.44653 5.55772 -2.45695
O 0.28967 7.07404 -3.29925
F -1.76101 7.94686 -2.51745
N -1.31753 -1.08425 -4.90410
O -1.41101 -1.33845 -6.14307
O -1.08905 -1.93036 -4.03190
O -1.34810 0.11060 -4.62009
```

Its HOMO energy (spin up / spin down) is -1.48 / -1.48 eV. The value obtained for the total energy is -10078.81055 Eh. As for the spin multiplicity: 2. The expectation value of S² is 0.76. The charge is -4. The calculation puts the HOMO-LUMO gap (spin up / spin down) at 0.244 / 0.117 Eh.

Mulliken population analysis, charges in e, atoms 1 to 6: C -0.84; C 0.16; O -0.23; N 1.72; H 0.01; H -0.26

Record 3
ORCA calculation (ωB97M-V with the def2-TZVPD basis set) on a molecular structure, C9H25AgNOSi2 in a non-equilibrium geometry.

Geometry as XYZ:
```
39
Properties=species:S:1:pos:R:3
C 1.88541 2.74343 -0.48044
C 2.93955 1.64933 -0.16527
C 2.63636 0.28720 -0.81118
C 2.43261 -0.85667 0.20162
C 3.72923 -1.09992 1.02121
Si 0.96236 -0.49770 1.31368
O -0.11576 -1.81989 1.25131
Si -1.61339 -1.66114 2.03684
C -2.51796 -0.07534 1.68890
C -3.16947 0.06262 0.27514
C -2.53169 -0.69996 -0.88198
C -2.99344 -0.13164 -2.22730
N -2.28137 1.11723 -2.55176
H 2.30361 3.46513 -1.17178
H 1.58181 3.25680 0.42381
H 1.00979 2.30448 -0.94289
H 3.01555 1.55655 0.91490
H 3.90354 1.98904 -0.51879
H 3.47867 -0.00328 -1.43342
H 1.77565 0.35037 -1.47385
H 2.23803 -1.75400 -0.38148
H 4.06520 -2.11783 0.86123
H 3.60146 -0.95355 2.08717
H 4.52811 -0.45751 0.67595
H 0.27280 0.71173 0.81391
H 1.40141 -0.23327 2.69420
H -2.44960 -2.77767 1.45522
H -1.53025 -1.93767 3.47839
H -3.31992 -0.04211 2.42303
H -1.91470 0.80366 1.88221
H -3.14025 1.11152 0.00482
H -4.20051 -0.25356 0.35163
H -2.89549 -1.75195 -0.86403
H -1.44077 -0.64005 -0.87789
H -2.81527 -0.87350 -2.99997
H -4.05706 0.06783 -2.16411
H -1.46619 1.25444 -1.96397
H -1.92854 1.07742 -3.50127
Ag -1.37951 -3.17057 -0.44379
```

Its HOMO energy is -12.42 eV. The value obtained for the total energy is -1213.63649 Eh. As for the spin multiplicity: 1. The charge is +1. The calculation puts the HOMO-LUMO gap at 0.260 Eh.

Mulliken population analysis, charges in e, atoms 1 to 6: C -0.92; C -0.46; C -1.11; C 0.30; C -1.38; Si 0.39

Question: Number 3 is which compound?
Answer: C9H25AgNOSi2

Question: Look up the charge of the third one.
Answer: +1

Copy entry 3 word for word.
ORCA calculation (ωB97M-V with the def2-TZVPD basis set) on a molecular structure, C9H25AgNOSi2 in a non-equilibrium geometry.

Geometry as XYZ:
```
39
Properties=species:S:1:pos:R:3
C 1.88541 2.74343 -0.48044
C 2.93955 1.64933 -0.16527
C 2.63636 0.28720 -0.81118
C 2.43261 -0.85667 0.20162
C 3.72923 -1.09992 1.02121
Si 0.96236 -0.49770 1.31368
O -0.11576 -1.81989 1.25131
Si -1.61339 -1.66114 2.03684
C -2.51796 -0.07534 1.68890
C -3.16947 0.06262 0.27514
C -2.53169 -0.69996 -0.88198
C -2.99344 -0.13164 -2.22730
N -2.28137 1.11723 -2.55176
H 2.30361 3.46513 -1.17178
H 1.58181 3.25680 0.42381
H 1.00979 2.30448 -0.94289
H 3.01555 1.55655 0.91490
H 3.90354 1.98904 -0.51879
H 3.47867 -0.00328 -1.43342
H 1.77565 0.35037 -1.47385
H 2.23803 -1.75400 -0.38148
H 4.06520 -2.11783 0.86123
H 3.60146 -0.95355 2.08717
H 4.52811 -0.45751 0.67595
H 0.27280 0.71173 0.81391
H 1.40141 -0.23327 2.69420
H -2.44960 -2.77767 1.45522
H -1.53025 -1.93767 3.47839
H -3.31992 -0.04211 2.42303
H -1.91470 0.80366 1.88221
H -3.14025 1.11152 0.00482
H -4.20051 -0.25356 0.35163
H -2.89549 -1.75195 -0.86403
H -1.44077 -0.64005 -0.87789
H -2.81527 -0.87350 -2.99997
H -4.05706 0.06783 -2.16411
H -1.46619 1.25444 -1.96397
H -1.92854 1.07742 -3.50127
Ag -1.37951 -3.17057 -0.44379
```

Its HOMO energy is -12.42 eV. The value obtained for the total energy is -1213.63649 Eh. As for the spin multiplicity: 1. The charge is +1. The calculation puts the HOMO-LUMO gap at 0.260 Eh.

Mulliken population analysis, charges in e, atoms 1 to 6: C -0.92; C -0.46; C -1.11; C 0.30; C -1.38; Si 0.39

Question: The lowest charge belongs to which entry?
Answer: C9H24F18N10O30PS12